(1)
Entry from OMol25: a cluster of 10 separate species, F6H18O9P in total (wB97M-V/def2-TZVPD).

Results
Kohn-Sham gap = 0.406 Ha
HOMO energy = -8.7 eV
LUMO level = 2.308 eV
Relative energy (zero: lowest compared OMol25 entry of this formula, charge and spin) = 127.9 kJ/mol
Charge = -1
Total energy = -1628.8115 Eh

Geometry as XYZ:
```
34
Properties=species:S:1:pos:R:3:lowdin_charge:R:1
P 7.058 18.402 -2.240 0.154
F 8.307 19.252 -1.514 -0.219
F 7.720 18.898 -3.697 -0.222
F 7.876 16.999 -2.397 -0.175
F 5.760 17.665 -2.924 -0.186
F 6.437 18.002 -0.884 -0.120
F 6.302 19.805 -2.177 -0.173
O 6.400 22.307 1.310 -0.052
H 6.791 21.579 0.828 0.029
H 7.022 22.491 2.014 0.021
O 10.221 23.598 -0.330 -0.052
H 9.901 22.971 -0.978 0.030
H 9.904 23.259 0.508 0.020
O 11.742 20.174 -3.129 -0.054
H 10.847 19.848 -3.039 0.022
H 12.251 19.408 -3.396 0.022
O 6.247 14.429 0.026 -0.054
H 7.186 14.437 0.210 0.014
H 6.008 15.353 -0.044 0.021
O 7.330 15.528 -6.493 -0.054
H 7.154 16.189 -5.824 0.027
H 8.048 15.894 -7.010 0.016
O 2.465 18.601 -1.368 -0.057
H 2.591 19.480 -1.009 0.026
H 3.230 18.459 -1.927 0.017
O 10.812 17.368 -7.665 -0.051
H 11.764 17.286 -7.610 0.026
H 10.639 18.288 -7.467 0.032
O 9.634 16.098 0.759 -0.051
H 10.560 15.879 0.654 0.026
H 9.308 16.200 -0.135 0.018
O 7.626 23.567 -4.056 -0.054
H 7.427 22.637 -3.949 0.028
H 6.929 23.899 -4.622 0.024
```

=====

(2)
Entry from OMol25: a cluster of 9 separate species, C18H57N3O9 in total (wB97M-V/def2-TZVPD).

Results
Kohn-Sham gap = 0.350 Ha
HOMO energy = -9.1 eV
SMILES = COC[C@H](C)N.COC[C@H](C)N.COC[C@H](C)N.CO.CO.CO.CO.CO.CO
LUMO level = 0.464 eV
Relative energy (zero: lowest compared OMol25 entry of this formula, charge and spin) = 322.2 kJ/mol
Total energy = -1561.1933 Eh

Geometry as XYZ:
```
87
Properties=species:S:1:pos:R:3:lowdin_charge:R:1
C -2.755 0.606 -6.781 -0.109
O -1.998 0.496 -5.570 -0.206
C -2.657 0.949 -4.358 -0.127
C -1.772 0.442 -3.116 -0.411
C -2.591 -0.138 -1.902 -0.029
N -0.976 1.462 -2.669 0.026
H -3.733 0.134 -6.687 0.081
H -2.272 -0.009 -7.540 0.081
H -2.817 1.624 -7.164 0.083
H -2.789 2.027 -4.459 0.119
H -3.678 0.585 -4.249 0.113
H -1.062 -0.347 -3.362 0.132
H -3.296 0.610 -1.540 0.075
H -1.986 -0.553 -1.095 0.046
H -3.194 -0.968 -2.271 0.064
H -0.350 1.675 -3.433 0.108
H -0.300 1.241 -1.952 0.067
C -4.236 -3.646 -1.106 -0.078
O -3.306 -3.151 -0.110 -0.190
C -3.798 -2.447 0.979 -0.247
C -2.809 -1.744 1.899 -0.379
C -1.876 -2.722 2.579 -0.048
N -3.495 -0.842 2.916 0.061
H -3.728 -3.553 -2.065 0.081
H -5.162 -3.092 -1.260 0.082
H -4.572 -4.664 -0.908 0.083
H -4.592 -1.752 0.705 0.126
H -4.152 -3.248 1.627 0.126
H -2.208 -1.150 1.211 0.112
H -2.304 -3.185 3.468 0.089
H -0.894 -2.322 2.832 0.048
H -1.606 -3.566 1.944 0.080
H -4.252 -1.394 3.293 0.085
H -4.044 -0.114 2.482 0.087
C 6.335 3.180 0.118 -0.086
O 6.133 1.757 -0.068 -0.207
C 4.805 1.309 0.217 -0.184
C 4.675 -0.213 0.317 -0.377
C 4.687 -0.999 -0.990 -0.062
N 3.366 -0.566 0.796 0.034
H 7.298 3.475 -0.297 0.086
H 6.194 3.540 1.137 0.082
H 5.541 3.594 -0.504 0.077
H 4.495 1.868 1.100 0.119
H 4.196 1.704 -0.597 0.121
H 5.498 -0.568 0.938 0.149
H 4.270 -2.005 -0.960 0.068
H 5.719 -1.086 -1.331 0.076
H 4.191 -0.561 -1.857 0.086
H 2.755 -0.207 0.076 0.054
H 3.386 -1.575 0.761 0.048
C -2.418 4.175 -0.988 -0.157
O -3.074 3.226 -1.821 -0.151
H -3.170 4.662 -0.367 0.072
H -1.703 3.713 -0.307 0.052
H -1.964 4.977 -1.570 0.072
H -2.412 2.622 -2.166 -0.010
C -0.434 0.188 4.539 -0.185
O -1.802 0.376 4.756 -0.128
H 0.101 -0.480 5.213 0.075
H -0.208 -0.183 3.539 0.046
H 0.051 1.155 4.670 0.070
H -2.296 -0.090 4.078 -0.010
C 1.235 -2.742 -0.819 -0.148
O 2.231 -3.176 0.061 -0.129
H 1.337 -1.658 -0.780 0.059
H 1.282 -3.183 -1.815 0.088
H 0.201 -2.899 -0.511 0.075
H 2.105 -4.118 0.193 0.094
C 0.234 0.529 0.656 -0.143
O 1.063 1.338 -0.195 -0.146
H 0.821 0.093 1.465 0.071
H -0.654 1.090 0.947 0.092
H -0.161 -0.275 0.034 0.039
H 0.864 2.231 0.095 0.015
C 2.332 -2.669 3.279 -0.176
O 2.974 -1.415 3.397 -0.132
H 1.337 -2.572 2.845 0.047
H 2.937 -3.366 2.699 0.070
H 2.142 -3.117 4.254 0.077
H 3.269 -1.180 2.515 -0.006
C 0.922 3.598 2.121 -0.100
O 0.575 3.919 0.741 -0.142
H 0.122 3.113 2.679 0.078
H 1.786 2.933 2.145 0.080
H 1.093 4.533 2.654 0.084
H 1.002 4.762 0.571 0.090
```

=====

(3)
Entry from OMol25: a cluster of 2 separate species, C4H9O3 in total (wB97M-V/def2-TZVPD).

Results
Kohn-Sham gap (spin up / spin down) = 0.353 / 0.353 Ha
HOMO energy (spin up / spin down) = -14.9 / -14.9 eV
LUMO level (spin up / spin down) = -5.304 / -5.304 eV
Relative energy (zero: lowest compared OMol25 entry of this formula, charge and spin) = 290.0 kJ/mol
Charge = +1
Total energy = -383.0848 Eh

Geometry as XYZ:
```
16
Properties=species:S:1:pos:R:3:lowdin_charge:R:1
C -0.432 0.857 0.272 -0.085
C 1.443 2.103 -0.329 0.069
C -2.287 -0.531 0.074 0.033
C 0.947 -1.729 0.147 -0.147
O 0.226 1.919 0.424 0.147
O -1.566 0.535 0.563 0.169
O 0.329 -0.708 -0.601 -0.163
H 2.096 2.648 0.295 0.103
H 1.352 2.589 -1.270 0.116
H 1.876 1.097 -0.400 0.108
H -3.116 -0.164 -0.443 0.112
H -2.631 -1.150 0.843 0.109
H -1.643 -1.194 -0.512 0.116
H 0.286 -2.408 0.712 0.086
H 1.313 -2.475 -0.589 0.114
H 1.807 -1.388 0.814 0.114
```

=====

(4)
Entry from OMol25: an isolated molecule of C3H6N2O (wB97M-V/def2-TZVPD).

Results
Kohn-Sham gap = 0.391 Ha
HOMO energy = -9.7 eV
SMILES = O=C1NCCN1
LUMO level = 0.925 eV
Relative energy (zero: lowest compared OMol25 entry of this formula, charge and spin) = 2.8 kJ/mol
Total energy = -302.6920 Eh

Geometry as XYZ:
```
12
Properties=species:S:1:pos:R:3:lowdin_charge:R:1
O 2.507 -0.259 -0.389 0.055
C 1.313 -0.140 -0.216 -0.571
N 0.613 1.043 -0.003 0.062
C -0.816 0.789 -0.124 -0.176
C -0.843 -0.635 0.435 -0.178
N 0.366 -1.154 -0.181 0.063
H 1.035 1.882 -0.369 0.139
H -1.149 0.820 -1.173 0.119
H -1.418 1.481 0.467 0.114
H -0.748 -0.569 1.530 0.119
H -1.736 -1.218 0.204 0.116
H 0.703 -2.091 -0.022 0.140
```